Entry 1:
28
Properties=species:S:1:pos:R:3:mulliken_charge:R:1 method="wB97M-V/def2-TZVPD" e_lumo_ev=0.65 total_energy_ha=-1112.8402 homo_energy_ev=-9.2 e_above_lowest_kcal_mol=0.00
C 4.578 -1.271 -0.289 -1.082
C 3.428 -0.532 -1.086 -0.636
C 2.090 -1.323 -1.124 0.156
O 1.465 -1.752 0.106 -0.327
C 0.109 -1.870 -0.253 0.570
O -0.733 -2.345 0.389 -0.484
O -0.136 -1.276 -1.514 -0.314
C 0.978 -0.341 -1.570 -0.100
Cl 1.189 0.647 -3.030 -0.147
H 4.305 -2.353 -0.226 0.311
H 4.751 -0.845 0.721 0.280
H 5.522 -1.190 -0.881 0.332
H 3.282 0.525 -0.759 0.341
H 3.773 -0.463 -2.149 0.347
H 2.240 -2.275 -1.681 0.335
H 0.762 0.274 -0.659 0.406
C -3.428 1.927 -0.070 -0.483
C -3.953 2.485 1.089 -0.388
C -3.663 1.921 2.325 -0.310
C -2.839 0.805 2.404 -0.634
C -2.310 0.249 1.246 -0.097
C -2.608 0.807 0.008 -0.164
H -3.657 2.364 -1.035 0.362
H -4.590 3.359 1.028 0.356
H -4.079 2.353 3.228 0.356
H -2.610 0.369 3.369 0.364
H -1.667 -0.620 1.307 0.239
H -2.200 0.370 -0.896 0.411

Entry 2:
102
Properties=species:S:1:pos:R:3:mulliken_charge:R:1 method="wB97M-V/def2-TZVPD" e_lumo_ev=-0.67 total_energy_ha=-109702.9106 homo_energy_ev=-9.9
C 3.161 -1.169 2.555 -0.583
C 4.619 -1.921 2.530 -0.112
C 4.612 -3.247 3.493 -0.661
C 4.365 -4.671 2.719 -0.251
C 3.383 -4.588 1.407 0.835
C 1.769 -4.621 1.846 0.327
C 0.908 -3.742 0.766 0.823
C -0.473 -3.076 1.343 0.150
C -0.763 -3.015 2.954 -0.347
O -0.197 -1.737 3.474 -0.420
S -0.712 -0.605 2.288 1.090
O -2.287 -0.516 2.252 -0.536
O -0.002 0.781 2.344 -0.525
O -0.316 -1.638 0.949 -0.122
H 3.007 -0.598 3.591 0.309
H 2.258 -1.944 2.459 -0.096
H 3.053 -0.415 1.663 0.204
H 5.031 -2.137 1.432 -0.056
H 5.405 -1.165 3.003 0.362
H 3.890 -3.079 4.428 0.258
H 5.705 -3.313 3.971 0.346
H 3.807 -5.379 3.502 0.183
H 5.392 -5.235 2.491 -0.012
H 3.633 -3.730 0.651 -0.454
H 3.545 -5.606 0.808 -0.432
H 1.359 -5.738 1.770 -0.470
H 1.744 -4.232 2.949 0.233
H 1.597 -2.944 0.206 -1.047
H 0.577 -4.501 -0.092 0.434
H -1.486 -3.448 0.890 0.289
H -1.870 -2.942 3.341 0.186
H -0.320 -3.848 3.665 0.172
C 1.470 -1.075 -2.648 0.014
Br 0.567 -2.573 -3.500 -0.051
Br 0.210 0.148 -1.811 0.082
Br 2.840 -1.669 -1.402 0.051
H 1.979 -0.516 -3.441 -0.096
C 5.070 1.049 -3.816 -0.342
Br 4.167 -0.449 -4.668 -0.025
Br 3.810 2.272 -2.978 -0.020
Br 6.440 0.455 -2.569 -0.037
H 5.579 1.608 -4.608 0.395
C -1.664 -7.134 4.587 -0.400
Br -0.901 -7.319 2.808 0.008
Br -0.311 -7.290 5.976 -0.002
Br -2.698 -5.496 4.765 -0.008
H -2.361 -7.968 4.725 0.413
C 2.383 -9.344 1.686 -0.226
Br 2.721 -11.112 0.948 -0.042
Br 3.365 -9.050 3.340 -0.019
Br 2.722 -7.939 0.384 0.079
H 1.318 -9.299 1.935 0.226
C -4.289 2.505 2.227 -0.066
Br -4.084 4.142 3.258 0.025
Br -5.519 1.262 3.080 -0.030
Br -4.791 2.869 0.383 -0.048
H -3.309 2.018 2.202 0.099
C 2.595 1.467 -8.429 -0.338
Br 4.143 1.144 -9.562 -0.096
Br 1.867 -0.188 -7.711 -0.047
Br 2.982 2.757 -7.026 0.003
H 1.820 1.908 -9.065 0.438
C -8.897 0.760 0.937 -0.142
Br -9.532 2.422 0.149 0.070
Br -9.328 0.646 2.831 -0.027
Br -9.531 -0.795 -0.044 -0.022
H -7.805 0.765 0.857 0.125
C -3.010 7.977 1.630 -0.413
Br -3.645 9.638 0.842 -0.045
Br -3.441 7.863 3.523 0.023
Br -3.644 6.422 0.648 0.077
H -1.918 7.982 1.550 0.431
C 6.391 4.363 -10.313 0.291
Br 7.154 4.178 -12.092 -0.018
Br 7.744 4.207 -8.924 -0.009
Br 5.357 6.001 -10.135 -0.012
H 5.694 3.529 -10.175 -0.252
C -4.598 7.696 -2.938 0.309
Br -4.567 6.409 -4.396 -0.034
Br -3.315 9.133 -3.214 -0.027
Br -6.390 8.378 -2.612 0.008
H -4.289 7.162 -2.033 -0.302
C -1.810 8.034 7.599 -0.306
Br -2.445 9.696 6.811 -0.039
Br -2.241 7.920 9.493 -0.027
Br -2.444 6.479 6.618 -0.017
H -0.718 8.039 7.519 0.369
C -1.718 2.421 -4.776 -0.450
Br -0.170 2.098 -5.909 0.091
Br -2.446 0.766 -4.058 -0.033
Br -1.332 3.711 -3.373 0.016
H -2.493 2.862 -5.412 0.376
C -11.918 6.265 0.161 -0.309
Br -10.370 5.943 -0.972 -0.029
Br -12.646 4.611 0.879 -0.026
Br -11.532 7.556 1.564 -0.014
H -12.693 6.706 -0.475 0.354
C 7.306 -6.172 -0.560 -0.366
Br 6.292 -7.424 -1.649 -0.026
Br 6.318 -4.528 -0.237 0.073
Br 7.919 -6.985 1.098 -0.040
H 8.200 -5.901 -1.132 0.358

Entry 3:
49
Properties=species:S:1:pos:R:3:mulliken_charge:R:1 method="wB97M-V/def2-TZVPD" e_lumo_ev=-5.91 total_energy_ha=-1456.8791 homo_energy_ev=-14.4 charge=+2 e_above_lowest_kcal_mol=3.97
Sn 1.007 1.628 -0.505 1.279
O 4.026 0.157 2.471 -0.404
C 3.457 0.634 1.400 0.419
O 2.270 0.476 1.133 -0.382
C 4.416 1.394 0.521 -0.532
O 3.681 1.810 -0.605 -0.159
C 4.449 2.359 -1.678 -0.511
C 3.725 2.057 -2.972 0.468
O 4.246 1.845 -4.019 -0.499
O 2.375 2.007 -2.779 -0.236
H 3.389 -0.323 3.028 0.409
H 5.240 0.726 0.249 0.436
H 4.831 2.232 1.089 0.395
H 5.437 1.904 -1.732 0.393
H 4.561 3.440 -1.559 0.303
N 1.823 -2.081 -2.662 -0.322
C 1.576 -0.785 -2.655 0.567
O 1.169 -0.243 -1.596 -0.447
C 1.791 -0.044 -3.955 -0.721
C 1.599 1.456 -3.867 -0.804
H 1.659 -2.629 -1.831 0.280
H 2.114 -2.557 -3.501 0.235
H 1.088 -0.444 -4.691 0.495
H 2.791 -0.278 -4.328 0.519
H 0.567 1.721 -3.638 0.331
H 1.888 1.935 -4.800 0.423
C -4.699 -2.181 4.366 -1.560
C -4.010 -1.549 3.199 0.488
C -2.663 -1.188 3.275 -0.984
C -2.016 -0.575 2.226 1.088
C -0.565 -0.225 2.386 -0.820
C -2.745 -0.312 1.032 0.488
C -2.180 0.333 -0.098 -0.597
O -1.022 0.801 -0.224 -0.607
C -4.118 -0.687 0.937 1.020
C -4.952 -0.445 -0.295 -1.846
C -4.713 -1.295 2.022 -0.747
H -3.990 -2.578 5.089 0.379
H -5.364 -2.981 4.041 0.400
H -5.316 -1.435 4.873 0.328
H -2.116 -1.394 4.187 0.341
H -0.206 -0.563 3.356 0.364
H -0.416 0.856 2.332 0.167
H 0.048 -0.694 1.615 0.082
H -2.834 0.457 -0.963 0.490
H -5.026 0.616 -0.539 0.406
H -5.962 -0.811 -0.133 0.373
H -4.553 -0.968 -1.166 0.401
H -5.755 -1.582 1.962 0.408

Entry 4:
10
Properties=species:S:1:pos:R:3:mulliken_charge:R:1 method="wB97M-V/def2-TZVPD" e_lumo_ev=-0.20 total_energy_ha=-1042.3894 homo_energy_ev=-8.6 e_above_lowest_kcal_mol=68.55
C -0.320 -0.819 -0.604 -0.408
C 0.575 0.038 -1.161 -0.294
C 0.564 1.222 -0.344 0.317
H -0.147 -1.112 2.388 0.161
H -0.602 -1.813 -0.934 0.387
H 1.162 0.004 -2.024 0.423
N -0.979 -0.174 0.455 0.098
O -0.398 1.080 0.671 -0.247
S -1.436 -0.883 1.957 -0.100
S 1.580 2.457 -0.404 -0.337